The following is a quantum chemistry calculation of a cluster of 2 separate species, C6H9N2 in total at a distorted geometry, from OMol25.

Its energy above the lowest of the compared OMol25 structures with the same formula, charge and spin is 6.988 eV. For the LUMO energy, the calculation gives -4.51 eV. The charge is +1. The HOMO-LUMO gap is 8.5 eV. The HOMO energy is -12.98 eV.

Geometry as XYZ:
```
17
Properties=species:S:1:pos:R:3:forces:R:3
C -0.778 2.889 -0.758 -0.40 -1.66 -0.46
C -2.263 0.062 -0.090 1.48 3.18 0.18
C 2.543 -3.079 0.346 1.73 0.48 1.68
C -0.193 2.164 0.139 -1.51 -4.04 0.90
C 1.095 -1.088 0.538 -0.02 3.45 1.21
C -0.954 0.119 0.089 0.26 6.59 0.58
N 1.914 -2.011 0.253 -0.45 -0.82 -0.27
N -0.144 -0.957 0.121 -1.93 -4.82 -0.09
H -0.555 3.916 -0.790 -0.17 1.23 -0.32
H -1.450 2.326 -1.401 0.11 0.82 -0.54
H -2.636 -0.862 -0.285 -1.82 -2.53 -0.49
H -2.855 1.003 -0.154 0.39 -1.20 0.13
H 3.351 -3.121 -0.407 -0.46 -1.08 0.38
H 2.536 -3.633 1.354 -0.19 0.16 -1.92
H 0.236 2.440 1.073 0.79 -0.16 0.33
H 1.499 -0.169 1.106 -0.37 -1.43 -1.15
H -0.817 -1.848 0.027 2.56 1.83 -0.16
```
Positions in Å, forces in eV/Å.

=====

The following is a quantum chemistry calculation of a cluster of 3 separate species, C20H26BFO5 in total, from OMol25.

For the LUMO energy, the calculation gives -1.69 eV. The charge is 0. The structure (SMILES) is O=C1C=CC(=O)C=C1.O=C1C=CC(=O)C=C1.COCCCCCBCCF. The HOMO-LUMO gap is 8.0 eV. The HOMO energy is -9.72 eV.

Geometry as XYZ:
```
53
Properties=species:S:1:pos:R:3:forces:R:3
O 1.577 0.155 -1.521 -0.13 -0.04 -0.05
C 1.747 -0.411 -2.581 0.04 -0.02 -0.03
C 2.824 -1.419 -2.746 0.00 0.00 -0.01
C 3.015 -2.039 -3.907 -0.01 0.00 -0.01
C 2.156 -1.749 -5.085 0.00 0.01 0.03
O 2.328 -2.314 -6.142 0.00 -0.01 -0.02
C 1.079 -0.738 -4.918 0.01 -0.01 0.00
C 0.890 -0.118 -3.757 0.00 0.00 0.00
H 3.436 -1.608 -1.873 0.00 0.01 0.01
H 3.793 -2.776 -4.056 0.00 0.00 -0.01
H 0.469 -0.546 -5.791 0.01 -0.01 -0.01
H 0.113 0.621 -3.607 0.00 0.00 0.01
O -8.613 0.337 1.481 -0.01 0.01 0.00
C -7.974 -0.677 1.304 0.01 -0.03 0.00
C -8.649 -1.993 1.156 0.01 0.00 0.00
C -7.950 -3.108 0.963 0.01 0.01 0.00
C -6.466 -3.083 0.887 -0.01 0.02 0.02
O -5.833 -4.102 0.710 0.01 -0.01 0.00
C -5.791 -1.769 1.035 -0.03 -0.06 0.00
C -6.492 -0.655 1.227 0.00 0.02 0.01
H -9.730 -1.981 1.215 0.00 0.01 0.00
H -8.415 -4.079 0.851 0.01 -0.01 0.00
H -4.712 -1.769 0.971 0.00 0.00 -0.02
H -6.021 0.313 1.330 0.00 0.00 -0.02
C 5.430 -0.836 1.899 0.14 -0.02 0.13
O 6.126 0.139 1.159 -0.12 0.01 -0.17
C 5.881 1.476 1.565 -0.01 -0.02 0.01
C 4.416 1.857 1.698 0.01 0.17 -0.03
C 3.630 1.715 0.399 -0.07 0.11 0.22
C 2.257 2.379 0.469 -0.08 -0.12 0.11
C 1.219 1.530 1.219 0.06 -0.01 -0.07
B -0.260 1.895 0.906 -0.02 0.16 -0.02
C -1.439 0.882 1.099 -0.16 0.11 -0.06
C -2.770 1.330 0.532 -0.05 -0.11 -0.01
F -3.572 0.212 0.212 0.09 0.20 0.11
H 4.389 -0.941 1.574 -0.01 0.05 0.02
H 5.440 -0.616 2.973 0.01 0.00 0.00
H 5.944 -1.783 1.740 -0.03 -0.01 -0.03
H 6.424 1.680 2.499 -0.10 -0.05 0.05
H 6.325 2.100 0.786 0.08 -0.05 0.02
H 4.400 2.911 1.999 0.01 -0.02 0.04
H 3.929 1.307 2.508 0.03 -0.04 0.00
H 3.468 0.659 0.168 0.20 0.04 -0.17
H 4.211 2.163 -0.413 0.04 -0.09 -0.03
H 1.899 2.558 -0.546 0.00 0.04 0.01
H 2.339 3.351 0.967 0.00 0.07 -0.16
H 1.363 1.625 2.305 -0.01 -0.06 0.01
H 1.376 0.470 0.984 0.02 0.01 0.12
H -0.508 2.998 0.492 -0.01 -0.01 0.02
H -1.168 -0.073 0.636 0.06 0.00 0.05
H -1.535 0.692 2.176 0.04 -0.18 -0.04
H -2.650 1.901 -0.391 -0.02 -0.08 -0.01
H -3.342 1.929 1.244 0.04 0.02 -0.06
```
Positions in Å, forces in eV/Å.